Formula: C14H32O5S3
Source: the Open Molecules 2025 dataset
Level of theory: ωB97M-V with the def2-TZVPD basis set

- Orbital gap: 9.392 eV
- Spin multiplicity: 1
- LUMO energy: 0.688 eV

Geometry (Å):
1 C 0.079 -1.290 0.534
2 C -0.386 -0.012 -0.163
3 C -0.341 -0.189 -1.680
4 C -1.709 0.566 0.374
5 C -3.046 -0.112 0.022
6 C -3.627 0.176 -1.369
7 C -4.488 -1.058 -1.595
8 O -3.756 -2.131 -0.972
9 C -3.122 -1.625 0.119
10 O -2.719 -2.336 0.991
11 H 1.129 -1.475 0.288
12 H -0.487 -2.164 0.218
13 H 0.004 -1.188 1.617
14 H 0.366 0.749 0.077
15 H -0.759 0.670 -2.204
16 H -0.866 -1.096 -1.995
17 H 0.694 -0.263 -2.020
18 H -1.788 1.588 -0.003
19 H -1.633 0.670 1.457
20 H -3.764 0.234 0.775
21 H -2.836 0.201 -2.113
22 H -4.208 1.095 -1.405
23 H -5.449 -0.959 -1.080
24 H -4.668 -1.321 -2.634
25 C 1.172 5.165 1.842
26 S 0.677 3.603 1.105
27 O -0.797 3.503 1.290
28 C 1.417 2.551 2.356
29 H 0.746 5.960 1.232
30 H 0.778 5.220 2.857
31 H 2.259 5.240 1.841
32 H 0.994 2.792 3.331
33 H 2.499 2.687 2.358
34 H 1.181 1.519 2.108
35 C 1.039 -1.589 -5.131
36 S 2.093 -0.184 -4.749
37 O 1.192 0.972 -4.506
38 C 2.748 0.024 -6.410
39 H 0.504 -1.847 -4.219
40 H 0.333 -1.303 -5.910
41 H 1.655 -2.430 -5.449
42 H 1.922 0.188 -7.100
43 H 3.324 -0.858 -6.689
44 H 3.397 0.898 -6.393
45 C 0.847 -2.563 4.095
46 S 1.238 -1.365 5.374
47 O 1.474 -0.063 4.692
48 C 2.862 -2.028 5.764
49 H -0.129 -2.311 3.686
50 H 1.604 -2.506 3.312
51 H 0.814 -3.561 4.532
52 H 3.475 -2.022 4.863
53 H 2.758 -3.038 6.160
54 H 3.303 -1.380 6.519

=====

Formula: C6H12N3O
Source: the Open Molecules 2025 dataset
Level of theory: ωB97M-V with the def2-TZVPD basis set

- Orbital gap (alpha / beta): 5.778 / 5.778 eV
- Charge: +1
- Spin multiplicity: 1
- LUMO energy (alpha / beta): -4.517 / -4.518 eV

Geometry (Å):
1 C -0.751 -0.315 1.041
2 C 0.434 1.796 -0.634
3 C 0.203 -1.156 0.680
4 C 1.987 -2.659 0.187
5 C -1.892 0.233 1.807
6 C -0.856 2.520 -0.204
7 N 1.369 -1.711 0.765
8 N 1.365 -3.472 -0.780
9 N 0.738 1.602 -1.891
10 O -0.732 -0.724 -0.363
11 H 3.026 -2.556 0.276
12 H -1.976 -0.504 2.606
13 H -2.713 0.679 1.196
14 H -1.516 1.116 2.460
15 H -0.907 3.544 -0.502
16 H -0.952 2.550 0.869
17 H -1.780 1.998 -0.560
18 H 1.132 1.485 0.108
19 H 0.339 -3.489 -0.826
20 H 1.799 -3.934 -1.545
21 H 1.573 1.075 -2.095
22 H 0.109 1.922 -2.594

=====

Formula: C37H37CdN10S2
Source: the Open Molecules 2025 dataset
Level of theory: ωB97M-V with the def2-TZVPD basis set

- Orbital gap: 6.730 eV
- Charge: -1
- Spin multiplicity: 1
- LUMO energy: 2.384 eV

Geometry (Å):
1 Cd 1.086 -0.473 1.188
2 C 5.537 4.324 1.343
3 C 4.816 3.145 0.756
4 C 5.355 1.865 0.819
5 C 4.634 0.755 0.410
6 C 3.342 0.881 -0.092
7 N 2.549 -0.228 -0.451
8 C 2.626 -0.649 -1.733
9 C 3.579 -0.148 -2.656
10 C 3.671 -0.608 -3.955
11 C 2.822 -1.588 -4.458
12 C 2.903 -2.069 -5.882
13 C 1.859 -2.071 -3.582
14 C 1.755 -1.631 -2.273
15 N 0.707 -2.211 -1.491
16 C 0.457 -3.532 -1.360
17 C -0.780 -3.667 -0.780
18 C -1.209 -2.346 -0.587
19 N -0.321 -1.466 -1.027
20 C 2.820 2.176 -0.161
21 C 3.532 3.288 0.250
22 N 1.504 2.350 -0.691
23 C 1.163 3.053 -1.785
24 C -0.181 2.838 -2.005
25 C -0.563 1.969 -0.969
26 N 0.457 1.690 -0.174
27 H 6.619 4.185 1.316
28 H 5.231 4.444 2.385
29 H 5.293 5.246 0.814
30 H 6.347 1.729 1.236
31 H 5.051 -0.241 0.493
32 H 4.272 0.611 -2.318
33 H 4.435 -0.186 -4.602
34 H 3.822 -1.720 -6.356
35 H 2.066 -1.705 -6.485
36 H 2.895 -3.160 -5.941
37 H 1.137 -2.807 -3.922
38 H 1.187 -4.259 -1.677
39 H -1.267 -4.575 -0.473
40 H -2.115 -1.995 -0.119
41 H 3.047 4.257 0.228
42 H 1.901 3.621 -2.324
43 H -0.778 3.214 -2.818
44 H -1.521 1.506 -0.792
45 C -1.903 1.036 2.255
46 N -1.076 -0.152 2.126
47 C -1.501 -1.243 2.652
48 C -0.756 -2.459 2.609
49 C -1.101 -3.728 3.087
50 C -0.016 -4.557 2.789
51 C 0.927 -3.744 2.145
52 N 0.483 -2.487 2.033
53 C -1.546 1.899 3.443
54 C -2.499 2.200 4.412
55 C -2.182 3.024 5.486
56 C -0.900 3.545 5.604
57 C 0.062 3.241 4.646
58 C -0.265 2.432 3.570
59 H -2.965 0.758 2.315
60 H -1.766 1.636 1.354
61 H -2.478 -1.273 3.148
62 H -2.016 -3.993 3.596
63 H 0.089 -5.607 3.013
64 H 1.898 -4.024 1.763
65 H -3.498 1.784 4.326
66 H -2.933 3.246 6.235
67 H -0.647 4.177 6.447
68 H 1.070 3.631 4.709
69 H 0.490 2.229 2.822
70 S 0.743 5.250 1.586
71 C -0.925 5.189 1.477
72 N -1.544 4.951 0.301
73 C -2.968 4.720 0.136
74 C -3.583 4.274 1.451
75 C -3.159 5.233 2.550
76 N -1.714 5.369 2.556
77 H -0.916 4.702 -0.448
78 H -3.101 3.958 -0.634
79 H -3.464 5.633 -0.215
80 H -3.235 3.271 1.702
81 H -4.670 4.250 1.367
82 H -3.465 4.858 3.526
83 H -3.634 6.209 2.397
84 H -1.221 5.380 3.435
85 S 2.490 -0.032 3.361
86 C 2.935 1.582 3.409
87 N 3.254 2.694 3.494

=====

Formula: C11H24AgClN3OTa
Source: the Open Molecules 2025 dataset
Level of theory: ωB97M-V with the def2-TZVPD basis set

- Orbital gap (alpha / beta): 4.890 / 4.853 eV
- Charge: +2
- Spin multiplicity: 1
- LUMO energy (alpha / beta): -11.631 / -11.631 eV

Geometry (Å):
1 N -1.679 -0.555 1.517
2 C -4.786 -2.248 2.392
3 O -4.905 -3.387 2.223
4 Ag -3.094 -1.705 2.056
5 Ta -0.035 0.191 1.617
6 N -0.009 2.001 0.722
7 N 0.979 -0.967 0.347
8 C -0.458 2.327 -0.632
9 C 0.618 -2.171 -0.399
10 C -0.514 3.836 -0.875
11 C 0.523 1.700 -1.625
12 C -1.861 1.757 -0.847
13 C 0.425 -3.315 0.595
14 C 1.708 -2.556 -1.403
15 C -0.677 -1.946 -1.171
16 H -1.153 4.324 -0.132
17 H -0.944 4.018 -1.867
18 H 0.482 4.291 -0.858
19 H 1.498 2.202 -1.550
20 H 0.145 1.809 -2.650
21 H 0.683 0.633 -1.405
22 H -1.919 0.671 -0.692
23 H -2.192 1.987 -1.869
24 H -2.558 2.220 -0.136
25 H 1.364 -3.528 1.120
26 H 0.105 -4.215 0.055
27 H -0.339 -3.055 1.339
28 H 2.625 -2.887 -0.906
29 H 1.937 -1.717 -2.070
30 H 1.340 -3.389 -2.013
31 H -0.927 -2.872 -1.705
32 H -0.557 -1.142 -1.909
33 H -1.510 -1.694 -0.506
34 C 0.868 2.965 1.375
35 H 1.265 2.549 2.312
36 H 1.733 3.256 0.753
37 H 0.331 3.888 1.641
38 C 2.387 -0.889 0.747
39 H 2.521 -0.257 1.642
40 H 2.797 -1.880 1.000
41 H 3.015 -0.456 -0.049
42 Cl 0.771 0.208 3.812

=====

Formula: C28H81Cu3N3O15P
Source: the Open Molecules 2025 dataset
Level of theory: ωB97M-V with the def2-TZVPD basis set

- Orbital gap: 8.177 eV
- Spin multiplicity: 1
- LUMO energy: -0.485 eV

Geometry (Å):
1 Cu 1.687 0.538 1.476
2 Cu -2.455 -0.068 1.980
3 Cu -2.086 0.341 -2.108
4 P -0.531 -0.075 0.166
5 O 0.402 -1.252 0.557
6 O -1.986 -0.548 -0.093
7 O -0.039 0.621 -1.145
8 O -0.539 0.921 1.329
9 C 0.342 3.437 5.416
10 C 0.319 3.396 3.892
11 O -0.690 2.367 3.642
12 H -0.638 3.506 5.887
13 H 0.838 4.355 5.734
14 H 0.831 2.518 5.738
15 H 1.262 3.035 3.481
16 H -0.024 4.394 3.618
17 H -0.542 1.944 2.793
18 C -4.861 -4.348 -0.292
19 C -3.932 -3.292 0.434
20 O -3.980 -2.031 -0.131
21 H -4.583 -5.363 -0.009
22 H -4.810 -4.379 -1.381
23 H -5.904 -4.187 -0.021
24 H -2.910 -3.649 0.308
25 H -4.085 -3.183 1.508
26 H -3.130 -1.588 -0.160
27 C 2.931 -4.870 2.389
28 C 2.559 -3.866 1.291
29 O 2.115 -2.706 1.894
30 H 3.730 -4.631 3.091
31 H 3.101 -5.830 1.901
32 H 2.076 -4.876 3.065
33 H 1.739 -4.239 0.676
34 H 3.411 -3.613 0.660
35 H 1.461 -2.254 1.356
36 C 1.402 4.025 -2.628
37 C 1.106 3.643 -1.198
38 O 1.745 2.413 -0.934
39 H 2.427 4.391 -2.677
40 H 0.809 4.918 -2.824
41 H 1.216 3.259 -3.381
42 H 0.031 3.621 -1.021
43 H 1.618 4.370 -0.569
44 H 1.025 1.826 -1.175
45 C -0.530 -4.632 -2.824
46 C -0.975 -3.446 -1.914
47 O -0.386 -3.591 -0.618
48 H -0.974 -5.591 -2.556
49 H 0.533 -4.831 -2.692
50 H -0.824 -4.435 -3.855
51 H -2.064 -3.476 -1.864
52 H -0.755 -2.456 -2.313
53 H -0.302 -2.670 -0.359
54 C -2.354 -3.757 3.936
55 C -1.327 -3.495 2.869
56 O -1.403 -2.173 2.377
57 H -2.395 -4.761 4.357
58 H -3.352 -3.546 3.552
59 H -2.250 -3.133 4.824
60 H -1.502 -4.225 2.078
61 H -0.362 -3.778 3.289
62 H -0.752 -2.069 1.679
63 C 0.025 0.301 -5.869
64 C 0.541 0.623 -4.484
65 O -0.117 -0.262 -3.566
66 H -1.007 0.648 -5.919
67 H 0.096 -0.729 -6.221
68 H 0.574 0.879 -6.613
69 H 0.189 1.609 -4.181
70 H 1.625 0.524 -4.426
71 H 0.185 -0.057 -2.678
72 C -3.253 4.920 0.611
73 C -2.216 3.915 1.188
74 O -2.201 2.746 0.347
75 H -4.206 4.439 0.392
76 H -2.917 5.366 -0.325
77 H -3.461 5.764 1.269
78 H -2.512 3.580 2.182
79 H -1.197 4.301 1.218
80 H -1.605 2.094 0.723
81 C 0.594 -0.814 4.726
82 C 2.083 -0.397 4.725
83 C 2.881 -1.245 5.713
84 O 4.171 -0.735 5.882
85 C 4.901 -1.166 6.999
86 N 2.554 -0.506 3.350
87 H 0.496 -1.894 4.615
88 H 0.116 -0.349 3.863
89 H 0.149 -0.399 5.630
90 H 2.015 0.670 4.934
91 H 2.954 -2.266 5.338
92 H 2.311 -1.244 6.642
93 H 4.281 -1.113 7.894
94 H 5.778 -0.524 7.079
95 H 5.259 -2.173 6.782
96 H 2.254 -1.424 3.055
97 H 3.533 -0.737 3.442
98 C -2.179 3.415 -4.820
99 C -2.652 3.646 -3.338
100 C -4.168 3.753 -3.121
101 O -4.676 4.766 -3.942
102 C -6.104 4.909 -3.997
103 N -2.078 2.601 -2.476
104 H -2.312 2.378 -5.130
105 H -1.131 3.668 -4.980
106 H -2.751 4.013 -5.530
107 H -2.248 4.590 -2.973
108 H -4.418 3.989 -2.087
109 H -4.624 2.790 -3.355
110 H -6.357 5.824 -4.532
111 H -6.541 4.930 -2.998
112 H -6.534 4.121 -4.615
113 H -2.236 2.736 -1.488
114 H -1.071 2.577 -2.545
115 C 2.537 -2.153 -2.277
116 C 3.511 -1.214 -1.654
117 C 4.332 -0.346 -2.657
118 O 4.934 -1.086 -3.681
119 C 6.005 -0.534 -4.389
120 N 2.776 -0.299 -0.759
121 H 2.999 -2.894 -2.929
122 H 1.796 -1.695 -2.931
123 H 1.959 -2.743 -1.565
124 H 4.227 -1.821 -1.101
125 H 5.035 0.333 -2.174
126 H 3.604 0.242 -3.216
127 H 6.183 -1.282 -5.161
128 H 6.885 -0.377 -3.764
129 H 5.711 0.341 -4.968
130 H 2.233 0.437 -1.186
131 H 1.999 -0.881 -0.479

=====

Formula: C3H4N4O
Source: the Open Molecules 2025 dataset
Level of theory: ωB97M-V with the def2-TZVPD basis set

- Orbital gap: 8.539 eV
- Spin multiplicity: 1
- LUMO energy: -0.866 eV

Geometry (Å):
1 C 1.111 -0.002 -0.072
2 C 0.546 -1.376 -0.044
3 C -1.199 -0.074 -0.143
4 H -0.579 2.577 0.566
5 H 3.001 -0.320 0.028
6 H 1.154 -2.329 0.135
7 H -3.019 -0.565 0.058
8 N -0.092 0.718 -0.113
9 N 2.307 0.395 0.010
10 N -0.734 -1.399 -0.255
11 N -2.434 0.301 0.088
12 O -0.063 2.074 -0.257

=====

Formula: C37H28Cl5O4V
Source: the Open Molecules 2025 dataset
Level of theory: ωB97M-V with the def2-TZVPD basis set

- Orbital gap: 5.297 eV
- Charge: +2
- Spin multiplicity: 1
- LUMO energy: -8.875 eV

Geometry (Å):
1 V 0.035 0.841 0.317
2 C 4.063 -1.513 4.764
3 C 3.996 -0.236 3.959
4 C 5.126 0.721 4.253
5 O 2.744 0.435 4.196
6 C 1.876 0.162 3.127
7 C 2.850 0.031 1.944
8 O 3.972 -0.557 2.552
9 C 2.518 -0.846 0.713
10 O 1.370 -0.057 0.030
11 C 1.942 -2.229 0.917
12 C 1.102 -2.785 -0.046
13 C 0.633 -4.083 0.089
14 C 1.002 -4.846 1.187
15 C 1.858 -4.308 2.134
16 C 2.335 -3.012 2.001
17 C 3.655 -0.777 -0.279
18 C 4.521 -1.860 -0.389
19 C 5.616 -1.786 -1.236
20 C 5.844 -0.644 -1.988
21 C 4.979 0.437 -1.883
22 C 3.894 0.374 -1.025
23 C 0.838 1.305 3.143
24 O -0.066 0.930 1.933
25 C -0.048 1.239 4.344
26 C -0.906 0.156 4.529
27 C -1.685 0.078 5.670
28 C -1.592 1.069 6.641
29 C -0.731 2.140 6.464
30 C 0.034 2.236 5.311
31 C 1.297 2.691 2.710
32 C 2.573 3.178 2.969
33 C 2.942 4.441 2.524
34 C 2.054 5.235 1.816
35 C 0.768 4.773 1.576
36 C 0.388 3.516 2.029
37 H 4.295 -1.286 5.803
38 H 4.849 -2.159 4.373
39 H 3.110 -2.040 4.734
40 H 4.966 1.193 5.223
41 H 5.198 1.485 3.480
42 H 6.073 0.185 4.288
43 H 1.322 -0.775 3.275
44 H 3.092 1.026 1.542
45 H 0.833 -2.233 -0.936
46 H -0.009 -4.502 -0.674
47 H 0.642 -5.861 1.292
48 H 2.175 -4.904 2.980
49 H 3.037 -2.627 2.722
50 H 4.350 -2.761 0.184
51 H 6.289 -2.629 -1.312
52 H 6.693 -0.597 -2.656
53 H 5.152 1.330 -2.468
54 H 3.245 1.240 -0.950
55 H -0.975 -0.628 3.785
56 H -2.359 -0.756 5.810
57 H -2.195 1.005 7.537
58 H -0.658 2.908 7.221
59 H 0.699 3.080 5.177
60 H 3.271 2.588 3.540
61 H 3.938 4.806 2.741
62 H 2.352 6.217 1.477
63 H 0.048 5.400 1.069
64 H -0.653 3.224 1.928
65 Cl -2.194 -2.056 1.323
66 C -2.583 -0.889 0.145
67 C -1.636 0.040 -0.256
68 C -1.967 1.014 -1.168
69 Cl -0.629 2.198 -1.502
70 C -3.208 1.153 -1.756
71 Cl -3.522 2.397 -2.868
72 C -4.159 0.190 -1.380
73 Cl -5.700 0.261 -2.074
74 C -3.852 -0.816 -0.436
75 Cl -5.046 -1.941 0.006

=====

Formula: C8H8AuN3S2Te4
Source: the Open Molecules 2025 dataset
Level of theory: ωB97M-V with the def2-TZVPD basis set

- Orbital gap: 4.455 eV
- Spin multiplicity: 1
- LUMO energy: -1.834 eV

Geometry (Å):
1 Au 0.093 0.627 -1.290
2 C -1.630 4.885 1.226
3 S -2.164 3.308 1.965
4 C -1.295 2.155 0.990
5 S -1.390 2.362 -0.778
6 N -0.712 1.197 1.622
7 N -0.103 0.259 0.938
8 C 0.733 -0.665 1.384
9 C 1.493 -1.362 0.427
10 C 2.358 -2.423 0.794
11 C 3.100 -3.071 -0.154
12 C 2.980 -2.691 -1.501
13 C 2.137 -1.652 -1.805
14 N 1.426 -0.985 -0.899
15 H -2.280 5.642 1.654
16 H -1.750 4.850 0.148
17 H -0.595 5.070 1.503
18 H 0.844 -0.877 2.443
19 H 2.425 -2.692 1.838
20 H 3.781 -3.862 0.120
21 H 3.549 -3.178 -2.275
22 H 2.017 -1.322 -2.827
23 Te -3.686 0.557 -1.016
24 Te -5.651 -1.369 -1.592
25 Te -3.796 -3.331 -1.838
26 Te -1.883 -1.435 -1.079

=====

| no. | largest force on an atom (eV/A) |
| --- | --- |
| 1 | 0.315 |
| 2 | 4.390 |
| 3 | 0.127 |
| 4 | 7.064 |
| 5 | 2.796 |
| 6 | 4.120 |
| 7 | 0.456 |
| 8 | 4.603 |